Below is one molecule with the formula C4H9NO, with properties calculated with ωB97M-V with the def2-TZVPD basis set.

Element x y z (Å)
C  -0.181  -1.027  1.470
C  0.208  -0.889  0.008
C  1.125  0.314  -0.222
N  0.148  1.373  -0.454
C  -1.013  0.947  -0.961
O  -1.241  0.201  -2.043
H  -0.910  -1.833  1.616
H  0.675  -1.247  2.137
H  -0.643  -0.105  1.854
H  -0.694  -0.593  -1.857
H  0.676  -1.824  -0.338
H  1.771  0.182  -1.101
H  1.776  0.628  0.617
H  0.155  2.246  0.059
H  -1.850  1.626  -0.784

* F_max: 0.4 eV/A
* total charge: 0
* electronic energy: -7827.7067 eV
* energy relative to the best compared isomer or geometry (same formula, charge and spin): 106.4 kcal per mole
* LUMO energy (spin up / spin down): 0.47 / 0.47 eV